# C58H148Br12N18O24P6

C58H148Br12N18O24P6 as an isolated structure (ωB97M-V with the def2-TZVPD basis set, the OMol25 dataset).

Last column: Mulliken charge in e.
CARTESIAN COORDINATES (ANGSTROEM)
C (4.567, 1.721, 5.941)  -0.48
Br (5.220, 3.438, 6.819)  -0.08
Br (3.593, 1.963, 4.234)  0.19
Br (3.280, 0.755, 7.137)  0.00
H (5.454, 1.118, 5.744)  0.47
C (-1.186, 5.025, 4.312)  0.47
Br (0.755, 4.884, 3.989)  -0.07
Br (-1.757, 6.954, 4.251)  -0.06
Br (-1.723, 4.129, 5.967)  -0.04
H (-1.745, 4.384, 3.630)  -0.44
C (-1.034, -5.514, 2.693)  -0.65
Br (-0.024, -5.852, 0.993)  -0.04
Br (-2.787, -4.640, 2.471)  -0.05
Br (0.126, -4.411, 3.879)  0.01
H (-1.185, -6.469, 3.196)  0.64
C (6.228, 2.063, 0.070)  -0.50
Br (6.440, 0.455, 1.314)  0.01
Br (5.259, 3.511, 0.941)  0.02
Br (5.476, 1.715, -1.777)  -0.03
H (7.213, 2.529, 0.062)  0.48
O (4.023, 7.112, -4.884)  -0.87
P (3.440, 5.883, -5.448)  -0.08
N (2.677, 4.843, -4.296)  1.00
C (2.034, 3.488, -4.536)  -0.89
C (3.106, 4.966, -2.900)  -0.63
N (4.676, 4.792, -6.068)  0.27
C (4.316, 3.690, -6.964)  -0.86
C (5.947, 4.612, -5.336)  -0.97
N (2.294, 6.087, -6.698)  0.79
C (2.684, 6.892, -7.797)  -1.26
C (0.864, 6.056, -6.458)  -1.02
H (2.798, 2.713, -4.472)  0.27
H (1.617, 3.545, -5.541)  -0.12
H (1.182, 3.332, -3.875)  0.38
H (4.008, 4.392, -2.686)  0.10
H (2.394, 4.614, -2.153)  -0.19
H (3.342, 6.017, -2.737)  0.41
H (3.605, 2.974, -6.551)  0.18
H (3.894, 4.044, -7.904)  0.21
H (5.196, 3.168, -7.339)  0.44
H (6.352, 5.543, -4.941)  0.31
H (5.840, 4.001, -4.439)  0.30
H (6.722, 4.101, -5.907)  0.37
H (2.284, 6.574, -8.760)  0.35
H (2.372, 7.905, -7.545)  0.33
H (3.742, 6.870, -8.059)  0.34
H (0.613, 5.157, -5.895)  0.19
H (0.303, 5.887, -7.377)  0.40
H (0.613, 6.955, -5.894)  0.30
O (-0.733, 1.586, -0.309)  -0.54
P (0.106, 0.545, 0.361)  -0.49
N (0.123, -0.792, -0.674)  1.69
C (-0.915, -1.829, -0.626)  -0.50
C (0.752, -0.657, -1.930)  -0.87
N (-0.258, -0.024, 1.958)  1.04
C (0.655, -0.911, 2.619)  -0.29
C (-1.111, 0.858, 2.741)  0.78
N (1.786, 1.090, 0.497)  0.91
C (2.013, 2.408, 0.980)  1.52
C (2.882, 0.108, 0.658)  -0.39
H (-1.682, -1.619, -1.371)  0.02
H (-1.410, -1.810, 0.345)  0.19
H (-0.453, -2.812, -0.728)  -0.07
H (0.049, -0.488, -2.745)  0.22
H (1.384, -1.529, -2.103)  -0.37
H (1.282, 0.295, -1.935)  0.30
H (1.119, -1.651, 1.967)  0.06
H (1.548, -0.408, 2.991)  0.06
H (0.238, -1.512, 3.427)  -0.05
H (-1.120, 0.462, 3.756)  -1.38
H (-0.699, 1.866, 2.796)  0.08
H (-2.143, 0.828, 2.391)  0.05
H (2.604, 2.886, 0.198)  -0.02
H (1.173, 3.082, 1.149)  -1.18
H (2.617, 2.381, 1.887)  -0.91
H (2.439, -0.883, 0.552)  -0.23
H (3.425, 0.195, 1.599)  0.02
H (3.503, 0.097, -0.238)  0.15
O (-3.785, 1.417, 6.238)  -0.87
P (-4.312, 0.035, 6.416)  0.70
N (-3.601, -0.821, 7.784)  0.49
C (-3.155, -0.022, 8.890)  -1.17
C (-3.665, -2.214, 8.125)  -1.12
N (-4.216, -1.084, 5.085)  0.45
C (-2.904, -1.715, 4.888)  0.07
C (-4.857, -0.601, 3.927)  -1.46
N (-6.016, -0.155, 6.784)  0.39
C (-6.728, 0.878, 7.481)  -0.92
C (-6.721, -1.413, 6.587)  -1.11
H (-3.959, 0.003, 9.625)  0.33
H (-2.970, 0.982, 8.506)  0.22
H (-2.273, -0.407, 9.402)  0.37
H (-2.706, -2.731, 8.155)  0.08
H (-4.212, -2.751, 7.350)  0.37
H (-4.095, -2.427, 9.104)  0.38
H (-2.952, -2.274, 3.953)  -0.14
H (-2.044, -1.046, 4.904)  -0.38
H (-2.815, -2.444, 5.694)  0.19
H (-5.899, -0.382, 4.161)  0.39
H (-4.547, 0.406, 3.646)  0.33
H (-4.824, -1.406, 3.193)  0.53
H (-7.782, 0.782, 7.222)  0.31
H (-6.764, 0.778, 8.566)  0.28
H (-6.292, 1.851, 7.255)  0.22
H (-6.620, -1.973, 7.517)  0.35
H (-6.273, -2.067, 5.838)  0.32
H (-7.797, -1.302, 6.455)  0.34
O (-0.276, 9.084, 0.200)  -0.91
P (0.529, 7.852, 0.105)  0.01
N (-0.329, 6.425, 0.407)  1.07
C (0.291, 5.131, 0.078)  0.02
C (-1.818, 6.488, 0.292)  -0.96
N (1.842, 7.802, 1.180)  0.53
C (3.079, 7.057, 0.937)  -1.06
C (1.835, 8.600, 2.451)  -1.05
N (1.199, 7.649, -1.460)  0.83
C (2.120, 8.580, -1.957)  -1.44
C (0.383, 7.167, -2.624)  -0.12
H (-0.204, 4.242, 0.469)  0.12
H (1.338, 5.135, 0.381)  -0.11
H (0.357, 5.042, -1.007)  -0.34
H (-2.154, 6.367, -0.738)  0.27
H (-2.143, 7.433, 0.728)  0.39
H (-2.345, 5.715, 0.852)  0.10
H (3.882, 7.786, 1.048)  0.48
H (3.184, 6.243, 1.655)  0.30
H (3.107, 6.669, -0.081)  0.08
H (2.792, 8.963, 2.826)  0.33
H (1.209, 9.480, 2.301)  0.34
H (1.267, 8.024, 3.182)  0.22
H (3.061, 8.693, -1.418)  0.21
H (2.357, 8.373, -3.000)  0.46
H (1.543, 9.501, -1.880)  0.44
H (-0.108, 7.995, -3.134)  0.45
H (-0.358, 6.430, -2.316)  -0.09
H (0.991, 6.683, -3.390)  -0.56
O (5.525, -4.836, -4.117)  -0.86
P (4.071, -4.692, -4.086)  0.44
N (3.179, -5.910, -4.966)  0.14
C (3.752, -7.196, -4.933)  -1.04
C (1.706, -5.826, -4.974)  -1.03
N (3.519, -3.277, -4.947)  0.63
C (3.518, -3.279, -6.444)  -0.97
C (3.806, -1.980, -4.382)  -1.10
N (3.387, -4.584, -2.497)  0.37
C (1.944, -4.378, -2.243)  -0.93
C (4.386, -4.478, -1.350)  -1.13
H (4.765, -7.118, -5.328)  0.34
H (3.247, -7.852, -5.642)  0.37
H (3.712, -7.757, -4.000)  0.30
H (1.280, -6.181, -5.913)  0.38
H (1.392, -4.787, -4.877)  0.20
H (1.398, -6.243, -4.015)  0.34
H (4.484, -3.419, -6.929)  0.34
H (2.944, -4.132, -6.806)  0.33
H (3.186, -2.352, -6.911)  0.27
H (3.304, -1.884, -3.419)  0.04
H (4.890, -1.865, -4.396)  0.28
H (3.291, -1.185, -4.922)  0.47
H (1.842, -3.694, -1.401)  0.11
H (1.462, -3.733, -2.977)  0.32
H (1.447, -5.332, -2.070)  0.34
H (5.415, -4.436, -1.708)  0.35
H (4.296, -5.187, -0.527)  0.41
H (4.184, -3.532, -0.849)  0.24
O (-5.247, -7.509, -3.409)  -0.85
P (-5.595, -6.229, -2.699)  0.43
N (-4.317, -5.605, -1.753)  0.43
C (-3.775, -6.476, -0.604)  -0.76
C (-3.147, -4.839, -2.352)  -1.49
N (-6.909, -6.324, -1.583)  0.24
C (-7.095, -5.357, -0.503)  -1.19
C (-8.034, -7.202, -1.960)  -1.00
N (-6.052, -4.873, -3.688)  0.33
C (-6.272, -3.469, -3.218)  -0.86
C (-6.872, -5.076, -4.912)  -1.22
H (-2.967, -7.138, -0.916)  0.33
H (-4.606, -7.108, -0.292)  0.37
H (-3.386, -5.789, 0.148)  -0.03
H (-3.299, -4.396, -3.336)  0.35
H (-2.291, -5.514, -2.373)  0.40
H (-2.881, -4.031, -1.670)  0.50
H (-7.847, -4.665, -0.882)  0.36
H (-7.441, -5.959, 0.336)  0.42
H (-6.167, -4.844, -0.253)  0.35
H (-8.873, -7.168, -1.264)  0.38
H (-8.378, -7.004, -2.975)  0.27
H (-7.661, -8.225, -1.992)  0.32
H (-6.626, -3.470, -2.187)  0.14
H (-5.301, -2.977, -3.157)  0.10
H (-6.912, -2.867, -3.864)  0.52
H (-7.911, -5.209, -4.612)  0.38
H (-6.551, -6.019, -5.354)  0.35
H (-6.666, -4.310, -5.660)  0.41
C (-0.487, 0.865, 6.552)  -0.65
O (-0.113, -0.468, 6.229)  0.84
C (0.146, -1.301, 7.273)  -0.11
O (0.240, -0.959, 8.471)  -0.61
O (0.380, -2.518, 6.769)  0.29
C (0.968, -3.525, 7.579)  -0.97
H (-0.722, 1.123, 7.584)  0.44
H (-1.276, 1.149, 5.856)  -0.09
H (0.325, 1.538, 6.277)  0.38
H (1.066, -4.431, 6.981)  0.23
H (0.445, -3.779, 8.501)  0.31
H (1.967, -3.113, 7.720)  0.37
C (-4.947, 4.056, 3.747)  -0.44
O (-4.372, 3.239, 2.775)  0.07
C (-4.354, 3.746, 1.546)  0.33
O (-4.775, 4.856, 1.216)  -0.62
O (-3.651, 2.936, 0.730)  0.28
C (-3.461, 3.345, -0.574)  -0.10
H (-4.324, 4.926, 3.952)  0.20
H (-4.979, 3.424, 4.635)  -0.06
H (-5.993, 4.303, 3.566)  0.32
H (-2.620, 4.039, -0.603)  -0.28
H (-4.311, 3.846, -1.038)  0.47
H (-3.262, 2.507, -1.242)  -0.12
C (-0.670, -0.263, -6.112)  -0.25
O (-0.324, 1.045, -6.613)  -0.29
C (0.497, 1.207, -7.611)  0.87
O (1.296, 0.295, -7.997)  -0.64
O (0.339, 2.491, -8.038)  -0.29
C (1.093, 2.966, -9.119)  -0.43
H (-1.329, -0.833, -6.768)  0.31
H (-1.053, -0.142, -5.099)  -0.08
H (0.249, -0.800, -5.880)  0.21
H (1.413, 3.979, -8.874)  -0.08
H (0.505, 3.184, -10.010)  0.31
H (1.852, 2.250, -9.434)  0.37
C (7.694, -7.005, 1.965)  -0.66
O (7.019, -5.821, 1.496)  -0.32
C (6.459, -4.906, 2.287)  0.74
O (6.325, -4.992, 3.489)  -0.57
O (6.025, -3.852, 1.554)  -0.31
C (5.336, -2.847, 2.159)  0.00
H (7.831, -7.733, 1.165)  0.23
H (7.221, -7.436, 2.848)  0.29
H (8.660, -6.636, 2.308)  0.32
H (4.708, -2.433, 1.370)  0.03
H (6.185, -2.215, 2.419)  0.12
H (4.806, -3.046, 3.091)  0.07
C (2.992, -1.983, 5.238)  -0.90
O (3.225, -3.355, 5.256)  -0.05
C (4.187, -3.806, 6.036)  0.83
O (4.862, -3.182, 6.835)  -0.67
O (4.331, -4.984, 5.772)  -0.21
C (5.309, -5.791, 6.414)  -0.75
H (2.230, -1.740, 4.498)  0.16
H (3.856, -1.350, 5.036)  0.63
H (2.617, -1.783, 6.242)  0.07
H (5.130, -6.759, 5.947)  0.23
H (5.043, -5.730, 7.469)  0.34
H (6.337, -5.501, 6.197)  0.26
C (-4.843, -0.348, -5.495)  -0.48
O (-5.306, 0.118, -4.228)  -0.34
C (-4.566, -0.246, -3.091)  0.69
O (-3.432, -0.789, -3.033)  -0.37
O (-5.359, 0.016, -1.974)  -0.37
C (-4.893, -0.281, -0.665)  -0.08
H (-4.774, -1.423, -5.658)  0.24
H (-3.820, 0.012, -5.606)  0.11
H (-5.302, 0.126, -6.363)  0.35
H (-3.981, -0.867, -0.555)  0.02
H (-5.664, -0.722, -0.033)  0.38
H (-4.586, 0.643, -0.175)  -0.12

Its frontier orbital gap is 7.11 eV.

# C6H9Cl2O3PSmV

C6H9Cl2O3PSmV as an isolated structure (ωB97M-V with the def2-TZVPD basis set, the OMol25 dataset).

Last column: natural (NBO) charge in e.
CARTESIAN COORDINATES (ANGSTROEM)
Sm (-1.957, 2.408, -1.609)  1.99
V (0.094, -0.006, -0.882)  0.89
Cl (-1.936, 1.186, 0.631)  -0.40
Cl (0.725, 1.861, -2.008)  -0.32
C (0.961, -1.080, -2.152)  0.44
C (-4.345, 2.040, -1.476)  0.36
C (-2.522, 2.913, -3.964)  0.36
O (1.602, -1.529, -3.024)  -0.14
O (-5.485, 1.953, -1.311)  -0.16
O (-2.768, 3.264, -5.041)  -0.16
C (0.891, -0.371, 2.997)  -0.95
P (0.799, -0.567, 1.221)  1.18
C (2.499, -0.300, 0.645)  -0.99
C (0.136, -2.264, 1.030)  -0.96
H (1.258, 0.621, 3.276)  0.32
H (1.592, -1.131, 3.345)  0.33
H (-0.079, -0.519, 3.481)  0.32
H (3.117, -0.843, 1.359)  0.36
H (2.754, -0.604, -0.370)  0.28
H (2.701, 0.768, 0.747)  0.31
H (0.700, -2.885, 1.726)  0.36
H (-0.907, -2.230, 1.349)  0.30
H (0.172, -2.686, 0.031)  0.27

The energy above the lowest of the compared OMol25 structures with the same formula, charge and spin is 0.0 kJ/mol. Its frontier orbital gap (alpha / beta) is 7.36 / 7.92 eV. Its charge is +4. Its spin multiplicity is 8.

# CH4OP2

One molecule with the formula CH4OP2 (ωB97M-V with the def2-TZVPD basis set, the OMol25 dataset).

Last column: natural (NBO) charge in e.
CARTESIAN COORDINATES (ANGSTROEM)
C (0.267, -0.263, 0.307)  0.12
O (0.533, -1.028, 1.209)  -0.52
P (-0.478, 1.529, 0.457)  0.15
P (0.373, -0.760, -1.486)  0.20
H (-0.883, 1.596, 1.895)  0.02
H (0.883, 1.937, 0.768)  0.02
H (-1.015, -0.863, -1.727)  0.01
H (0.321, -2.147, -1.425)  0.00

The energy above the lowest of the compared OMol25 structures with the same formula, charge and spin is 115.6 kJ/mol. Its frontier orbital gap is 9.32 eV. The SMILES is O=C(P)P.